1.
The following is a quantum chemistry calculation of 7 unconnected molecules or ions with the total composition CH18NO6 at a distorted geometry, from OMol25.

Last column: natural (NBO) charge in e.
CARTESIAN COORDINATES (ANGSTROEM)
C -2.03 0.03 1.31  -0.45
N -0.96 -0.24 0.33  -0.68
H -2.42 -0.90 1.73  0.23
H -1.68 0.64 2.15  0.24
H -2.91 0.65 0.94  0.24
H -0.46 -1.06 0.50  0.45
H -0.38 0.63 0.27  0.48
H -1.41 -0.19 -0.67  0.47
H 0.96 -0.80 4.21  0.48
H 1.96 -0.34 3.19  0.47
O 1.41 -1.11 3.37  -0.95
H -0.90 4.05 1.05  0.50
H 0.37 3.55 2.01  0.50
O -0.40 3.32 1.42  -0.99
H 0.72 1.16 -2.19  0.51
H 1.50 2.04 -0.98  0.51
O 0.82 1.47 -1.31  -1.01
H 0.19 -2.06 -2.23  0.49
H 0.57 -2.90 -0.96  0.50
O -0.12 -2.41 -1.40  -0.99
H -1.10 1.19 -4.02  0.48
H -0.94 -0.13 -4.84  0.49
O -1.16 0.24 -4.00  -0.97
H 2.30 -1.78 0.47  0.47
H 3.38 -2.81 -0.04  0.49
O 2.68 -2.23 -0.32  -0.96

* orbital gap: 11.636 eV
* HOMO level: -14.612 eV
* total charge: +1
* LUMO: -2.976 eV
* energy relative to the best compared isomer or geometry (same formula, charge and spin): 34.6 kcal per mole
* calculated total energy: -554.82896 a.u.

=====

2.
The following is a quantum chemistry calculation of 2 unconnected molecules or ions with the total composition CH5NO at a distorted geometry, from OMol25.

Last column: natural (NBO) charge in e.
CARTESIAN COORDINATES (ANGSTROEM)
N -0.32 -0.55 1.42  -1.08
H 0.30 -0.65 2.22  0.35
H -1.00 -1.33 1.61  0.36
H -0.73 0.36 1.47  0.37
O -0.44 1.35 -1.51  -0.50
C 0.42 0.57 -1.63  0.32
H 1.31 0.48 -0.97  0.11
H 0.45 -0.23 -2.60  0.07

* orbital gap: 10.858 eV
* HOMO level: -9.776 eV
* LUMO: 1.082 eV
* structure (SMILES): C=O.N
* energy relative to the best compared isomer or geometry (same formula, charge and spin): 20.7 kcal per mole
* calculated total energy: -171.04928 a.u.

=====

3.
The following is a quantum chemistry calculation of a single C2H5N3 molecule at a distorted geometry, from OMol25.

Last column: natural (NBO) charge in e.
CARTESIAN COORDINATES (ANGSTROEM)
C -1.60 -0.78 -1.14  -0.12
C 1.10 0.00 0.22  0.28
H -1.15 -1.81 -0.98  0.18
H -2.26 -0.70 -2.19  0.19
H -0.07 1.29 0.70  0.37
H 1.17 -0.43 -0.71  0.16
H 2.01 0.68 1.91  0.37
N -1.20 0.37 -0.64  -0.27
N -0.36 0.23 0.57  -0.49
N 2.03 0.20 1.04  -0.67

* orbital gap: 10.562 eV
* HOMO level: -9.721 eV
* LUMO: 0.841 eV
* structure (SMILES): [H]/N=C\NN=C
* energy relative to the best compared isomer or geometry (same formula, charge and spin): 73.7 kcal per mole
* calculated total energy: -243.34452 a.u.

=====

4.
The following is a quantum chemistry calculation of 2 unconnected molecules or ions with the total composition C2H3N5O at a distorted geometry, from OMol25.

Last column: natural (NBO) charge in e.
CARTESIAN COORDINATES (ANGSTROEM)
C 0.74 0.32 0.45  0.48
C -0.97 -0.43 -0.91  0.67
H 1.72 1.23 2.14  0.32
H 1.79 2.22 0.42  0.42
H -2.28 -0.90 -2.23  0.51
N 1.95 1.00 0.53  -0.69
N 0.34 -0.67 1.38  -0.30
N -0.37 -1.66 0.91  0.07
N -1.24 -1.51 -0.06  -0.34
N 0.13 0.44 -0.75  -0.51
O -1.81 -0.04 -1.89  -0.63

* orbital gap: 8.821 eV
* HOMO level: -9.655 eV
* LUMO: -0.834 eV
* energy relative to the best compared isomer or geometry (same formula, charge and spin): 144.2 kcal per mole
* calculated total energy: -426.82785 a.u.

=====

5.
The following is a quantum chemistry calculation of a molecular structure, C15H31BrP2V at a distorted geometry, from OMol25.

Last column: Mulliken spin population.
CARTESIAN COORDINATES (ANGSTROEM)
P -0.88 -0.26 -2.04  0.00
P -1.16 -1.72 0.88  0.00
C -1.76 -1.90 -1.92  0.00
C -2.31 -2.21 -0.52  0.00
H -1.05 -2.67 -2.27  0.00
H -2.58 -1.84 -2.65  0.00
H -3.27 -1.70 -0.33  0.00
H -2.48 -3.29 -0.40  0.00
C -0.13 -3.24 0.74  0.00
H 0.55 -3.30 1.60  0.00
H 0.45 -3.26 -0.19  0.00
H -0.82 -4.10 0.76  0.00
C -2.12 -2.30 2.34  0.00
H -2.37 -3.37 2.20  0.00
H -3.03 -1.71 2.46  0.00
H -1.48 -2.19 3.24  0.00
C -0.43 -0.11 -3.81  0.00
H -0.03 0.90 -3.97  0.00
H -1.33 -0.25 -4.42  0.00
H 0.34 -0.85 -4.07  0.00
C -2.43 0.73 -2.16  0.00
H -3.02 0.66 -1.24  0.00
H -2.99 0.30 -3.00  0.00
H -2.18 1.78 -2.37  0.00
V 1.92 2.03 1.52  2.77
C 0.55 0.37 2.41  -0.04
C 1.53 -0.34 1.75  0.07
C 1.70 -0.63 0.31  0.04
C 2.53 0.36 -0.54  0.00
C 1.98 1.73 -0.65  0.04
C 0.71 2.23 -0.31  0.07
C -0.42 1.53 0.35  -0.04
C -0.39 1.42 1.88  0.17
C 2.67 3.93 1.13  -0.11
H 0.49 0.24 3.50  -0.02
H 2.20 -0.95 2.40  0.01
H 0.71 -0.74 -0.19  0.00
H 2.15 -1.64 0.22  0.00
H 3.56 0.37 -0.12  0.00
H 2.64 -0.11 -1.53  0.02
H 2.66 2.44 -1.13  0.00
H 0.52 3.29 -0.53  -0.01
H -0.51 0.49 -0.02  0.01
H -1.37 2.01 0.06  0.00
H -0.20 2.42 2.36  -0.01
H -1.41 1.16 2.20  0.00
H 2.30 4.42 2.06  0.01
H 2.24 4.40 0.23  0.01
H 3.77 3.94 1.12  0.01
Br 3.94 1.51 2.67  0.02

* spin multiplicity: 4
* orbital gap (spin up / spin down): 7.735 / 7.727 eV
* HOMO level (spin up / spin down): -7.357 / -7.494 eV
* LUMO (spin up / spin down): 0.378 / 0.232 eV
* expectation value of S²: 3.773
* energy relative to the best compared isomer or geometry (same formula, charge and spin): 0.0 kcal per mole
* calculated total energy: -4790.72674 a.u.

=====

6.
The following is a quantum chemistry calculation of 4 unconnected molecules or ions with the total composition C22H20BrF3N3 at a distorted geometry, from OMol25.

Last column: natural (NBO) charge in e.
CARTESIAN COORDINATES (ANGSTROEM)
N 2.22 -0.67 1.23  -0.79
C 1.27 0.37 1.25  0.19
C 1.64 1.69 1.28  -0.19
C 0.63 2.64 1.25  0.05
N -0.65 2.37 1.22  -0.16
N -0.93 1.10 1.20  -0.13
Br -2.76 0.68 1.18  0.38
C -0.09 0.09 1.20  0.04
H 2.38 -0.95 2.20  0.40
H 3.09 -0.25 0.92  0.39
H 2.68 1.99 1.33  0.26
H 0.91 3.69 1.24  0.25
H -0.44 -0.94 1.15  0.28
F -7.64 6.63 0.19  -0.31
C -6.84 5.62 0.55  0.41
C -7.28 4.73 1.51  -0.28
C -6.45 3.68 1.89  -0.19
C -5.19 3.55 1.31  -0.24
C -4.76 4.47 0.36  -0.20
C -5.59 5.51 -0.03  -0.28
H -8.26 4.85 1.95  0.24
H -6.78 2.97 2.63  0.22
H -4.54 2.74 1.61  0.19
H -3.78 4.37 -0.09  0.21
H -5.28 6.22 -0.78  0.23
F 5.74 -0.62 0.48  -0.35
C 6.03 -1.94 0.41  0.38
C 5.90 -2.72 1.55  -0.30
C 6.19 -4.07 1.48  -0.19
C 6.60 -4.63 0.28  -0.22
C 6.73 -3.84 -0.85  -0.18
C 6.43 -2.49 -0.79  -0.29
H 5.59 -2.26 2.48  0.22
H 6.09 -4.69 2.37  0.22
H 6.83 -5.69 0.23  0.23
H 7.06 -4.28 -1.78  0.23
H 6.52 -1.86 -1.66  0.23
F -0.85 -4.79 -3.71  -0.31
C -0.98 -3.57 -3.19  0.41
C -2.23 -2.99 -3.13  -0.27
C -2.36 -1.72 -2.58  -0.19
C -1.24 -1.05 -2.11  -0.26
C 0.01 -1.64 -2.18  -0.21
C 0.15 -2.92 -2.72  -0.28
H -3.09 -3.53 -3.51  0.24
H -3.34 -1.26 -2.52  0.22
H -1.35 -0.06 -1.69  0.19
H 0.89 -1.12 -1.82  0.21
H 1.11 -3.40 -2.78  0.24

* orbital gap: 6.204 eV
* HOMO level: -11.268 eV
* total charge: +1
* LUMO: -5.064 eV
* calculated total energy: -3887.88658 a.u.

=====

7.
The following is a quantum chemistry calculation of 2 unconnected molecules or ions with the total composition H6N2P2 at a distorted geometry, from OMol25.

Last column: natural (NBO) charge in e.
CARTESIAN COORDINATES (ANGSTROEM)
N -0.50 1.41 0.67  -0.45
N 0.64 1.80 1.12  -0.50
P -0.16 -2.36 -2.26  0.03
P 1.58 1.37 2.40  0.32
H -0.89 0.67 1.26  0.31
H 1.03 2.54 0.54  0.40
H -0.15 -1.00 -1.99  -0.01
H -1.08 -2.22 -3.28  -0.01
H -1.15 -2.59 -1.32  -0.01
H 0.68 0.39 2.86  -0.08

* orbital gap (spin up / spin down): 8.121 / 8.007 eV
* HOMO level (spin up / spin down): -7.999 / -8.212 eV
* LUMO (spin up / spin down): 0.123 / -0.205 eV
* energy relative to the best compared isomer or geometry (same formula, charge and spin): 26.1 kcal per mole
* calculated total energy: -795.68664 a.u.

=====

Question: calculated total energy of number 3 (C2H5N3)?
Answer: -243.34452 a.u.

=====

Question: The lowest calculated total energy belongs to which entry?
Answer: C15H31BrP2V